A molecular structure, C29H23BClF4N7O4Ta. Source: the OMol25 dataset; level of theory: ωB97M-V/def2-TZVPD.

The geometry in ORCA input format:
```
! wB97M-V def2-TZVPD RIJCOSX def2/J DEFGRID3
* xyz 3 1
Ta 0.53315 0.14873 0.06225
N 3.01154 -1.11473 -3.35775
C 2.63499 -0.53023 -2.25531
N 1.36261 -0.37758 -1.88539
C 0.37276 -0.71740 -2.85107
N -0.81386 -0.25523 -2.70660
N -0.90646 0.49974 -1.56278
C -1.96316 1.22839 -1.43871
C -2.05930 1.97966 -0.23224
C -3.11568 2.69306 0.16651
C -3.14802 3.26449 1.53286
C -1.74959 3.44947 2.17034
C -0.66408 2.68182 1.50488
N -0.83862 1.87169 0.51680
C 0.75029 -1.51001 -4.00383
C -0.19090 -2.04248 -4.88741
C 0.24102 -2.74954 -5.99189
C 1.60465 -2.92327 -6.23484
C 2.55076 -2.39589 -5.37332
C 2.10532 -1.69871 -4.26362
H 4.00099 -1.14907 -3.57419
H 3.41497 -0.11123 -1.64587
H -2.72396 1.22053 -2.21193
H -3.96977 2.78523 -0.49474
H -3.75892 4.16377 1.58488
H -1.43226 4.46447 2.40509
H 0.33362 2.73053 1.93049
H -1.24453 -1.89435 -4.69657
H -0.48176 -3.16661 -6.67917
H 1.92928 -3.47184 -7.10851
H 3.60907 -2.52241 -5.56519
O -5.93680 2.66681 2.92192
C -4.74576 2.65695 3.52844
O -4.61566 2.97650 4.66747
C -3.52691 2.22734 2.69287
C -2.19814 2.56994 3.42812
C -1.19358 1.47170 3.58113
C -1.31182 0.38932 2.80999
C -2.58900 -0.01774 2.21758
C -3.63766 0.80188 2.23990
N -0.11417 -0.21984 2.31329
C 0.64491 -0.89554 3.07962
C 1.96531 -1.27527 2.60199
C 2.86059 -1.91093 3.43592
C 4.17131 -2.09516 3.00479
C 4.52432 -1.58296 1.77396
C 3.55499 -0.96450 0.99353
N 2.28167 -0.83390 1.36019
H -5.91992 2.37790 2.00162
H -2.36548 3.16718 4.32103
H -0.24524 1.72708 4.04152
H -2.68965 -1.03520 1.85702
H -4.60446 0.43825 1.90749
H 0.34410 -1.14257 4.09567
H 2.54352 -2.23332 4.41916
H 4.89717 -2.59360 3.63331
H 5.53899 -1.64850 1.40678
H 3.84631 -0.53931 0.05078
Cl 1.56404 -3.66847 -0.78137
C -0.01481 -3.93140 -0.00726
C -0.95136 -2.75191 -0.11345
O -2.12439 -2.84433 -0.24728
O -0.38328 -1.50493 0.04146
H 0.15789 -4.15430 1.04565
H -0.49766 -4.78428 -0.47473
F 2.81003 4.46502 -1.40512
B 2.40707 3.29341 -1.78897
F 1.78519 1.52621 0.43126
F 1.11046 3.00478 -1.87357
F 3.26379 2.31672 -2.06483
*
```

The calculation puts the LUMO energy at -10.23 eV. The value obtained for the HOMO-LUMO gap is 6.7 eV. The value obtained for the highest occupied orbital energy is -16.94 eV. The maximum force comes out at 1.190 eV Å⁻¹.



A molecular structure, C29H23CoN6O4S2. Source: the OMol25 dataset; level of theory: ωB97M-V/def2-TZVPD.

The geometry in ORCA input format:
```
! wB97M-V def2-TZVPD RIJCOSX def2/J DEFGRID3
* xyz -1 2
Co -0.44803 -0.14361 -0.19069
O -2.13213 5.03899 0.18771
C -0.80003 5.21229 0.18151
C -0.30053 6.50089 0.36151
C 1.05977 6.73489 0.37121
C 1.95257 5.69029 0.18211
C 1.47277 4.41019 -0.00689
C 0.10667 4.15059 0.00201
C -0.34683 2.75249 -0.14289
O 0.41577 1.83479 -0.51379
N -1.61783 2.54259 0.20861
N -2.00073 1.27509 0.11091
C -3.12953 0.94609 0.66081
C -3.60853 -0.38501 0.51361
C -4.87843 -0.77691 0.97851
C -5.27983 -2.07911 0.80281
C -4.41643 -2.96431 0.16081
C -3.19403 -2.48641 -0.28099
N -2.78903 -1.24541 -0.11599
H -2.27983 4.04919 0.19981
H -1.00673 7.30569 0.50151
H 1.42197 7.73899 0.54661
H 3.01587 5.87889 0.18761
H 2.13837 3.57319 -0.15539
H -3.69803 1.68289 1.22821
H -5.50523 -0.05061 1.47601
H -6.25063 -2.41271 1.14461
H -4.68473 -3.99921 0.01461
H -2.50523 -3.14451 -0.79229
O -0.17533 0.62719 3.74261
C 0.36947 0.24999 2.70531
O -0.29393 -0.19181 1.71091
C 1.88067 0.22099 2.67191
C 2.49427 0.50349 3.88891
C 3.86237 0.48959 4.05391
C 4.66427 0.20779 2.95611
C 4.08407 -0.06461 1.73851
C 2.68897 -0.08901 1.56621
S 2.13167 -0.53281 -0.01239
H 1.83897 0.73529 4.71601
H 4.29877 0.69679 5.02191
H 5.74277 0.20229 3.06081
H 4.70417 -0.28361 0.88081
C -0.26433 -0.89381 -5.38859
N 0.23577 -1.82691 -4.42419
C 0.89787 -2.99901 -4.64919
C 1.12327 -3.58271 -3.45249
N 0.57597 -2.77691 -2.46129
C 0.01557 -1.67841 -3.07999
S -0.87663 -0.38741 -2.51119
C 0.63577 -3.05901 -1.09619
C 1.56637 -3.99181 -0.62149
C 1.53787 -4.34991 0.70721
C 0.54867 -3.80751 1.52601
C -0.29643 -2.86341 0.98521
N -0.24043 -2.44821 -0.28099
H -0.13043 -1.29631 -6.38889
H 0.25787 0.05989 -5.29929
H -1.32163 -0.70781 -5.19059
H 1.16247 -3.33821 -5.63049
H 1.58867 -4.52381 -3.24999
H 2.31277 -4.40661 -1.27829
H 2.26607 -5.03961 1.10631
H 0.45667 -4.09301 2.56221
H -1.05413 -2.39141 1.59251
*
```

The expectation value of S² is 0.774. The calculation puts the LUMO energy (alpha / beta) at 2.17 / 2.17 eV. The value obtained for the HOMO-LUMO gap (alpha / beta) is 5.6 / 5.6 eV. The value obtained for the highest occupied orbital energy (alpha / beta) is -3.46 / -3.45 eV. The maximum force comes out at 2.107 eV Å⁻¹.



Energy relative to the best compared isomer or geometry (same formula, charge and spin), respectively: 382.4 133.0 kJ/mol.